DFT (ωB97M-V with the def2-TZVPD basis set) results for a structure of composition C19H20AsN3O6S2TeV in a non-equilibrium geometry.

Summary:
- 2S+1 = 2
- LUMO (spin up / spin down) (eV) = 0.18 / -1.28
- energy relative to the best compared isomer or geometry (same formula, charge and spin) (kcal per mole) = 54.0
- molar mass (g mol⁻¹) = 704.0
- HOMO-LUMO gap (spin up / spin down) (eV) = 7.86 / 6.53
- strongest force on any atom (eV/Å) = 3.1

Last column: natural (NBO) charge in e.
Element x y z (Å)
V -1.15 -1.48 -0.26  0.866
O 1.16 -3.65 -2.15  -1.011
As 0.88 -2.12 -1.29  1.708
O 1.83 -0.99 -2.11  -1.191
O -1.26 0.04 -0.89  -0.883
C 1.81 -2.53 0.43  -0.374
C 3.19 -2.39 0.50  -0.138
C 3.87 -2.62 1.68  -0.199
C 3.18 -3.01 2.82  -0.214
C 1.81 -3.17 2.79  -0.179
C 1.13 -2.92 1.60  -0.356
S -0.63 -3.15 1.63  2.366
O -1.25 -1.76 1.77  -0.962
O -0.97 -4.11 2.62  -0.904
O -1.03 -3.51 0.23  -0.948
H 0.43 -4.25 -2.00  0.490
H 3.73 -2.08 -0.40  0.229
H 4.95 -2.51 1.72  0.216
H 3.72 -3.21 3.74  0.218
H 1.26 -3.49 3.66  0.239
N -4.08 0.52 -1.83  -0.630
N -4.68 -0.42 -0.97  -0.414
C -4.41 -1.72 -0.97  0.305
N -5.28 -2.52 -0.32  -0.776
S -3.11 -2.39 -1.84  -0.207
H -3.77 -0.01 -2.65  0.375
H -3.24 0.86 -1.38  0.387
H -5.52 -0.09 -0.52  0.387
H -5.95 -2.15 0.33  0.390
H -4.97 -3.47 -0.17  0.425
Te 0.53 1.20 -2.09  1.366
C 1.59 1.21 -0.28  -0.300
C 2.94 1.56 -0.37  -0.228
C 3.73 1.53 0.77  -0.193
C 3.20 1.14 1.99  -0.206
C 1.86 0.80 2.08  -0.217
C 1.05 0.83 0.94  -0.187
C -0.38 3.06 -1.66  -0.377
C -0.84 3.41 -0.40  -0.227
C -1.28 4.70 -0.15  -0.195
C -1.27 5.65 -1.17  -0.206
C -0.83 5.30 -2.44  -0.229
C -0.39 4.00 -2.68  -0.167
H 3.37 1.84 -1.32  0.223
H 4.78 1.80 0.70  0.216
H 3.82 1.12 2.88  0.216
H 1.43 0.50 3.02  0.221
H 0.01 0.57 1.04  0.202
H -0.87 2.68 0.40  0.222
H -1.63 4.97 0.84  0.214
H -1.59 6.67 -0.97  0.215
H -0.82 6.03 -3.23  0.216
H -0.05 3.74 -3.67  0.205